C26H28As2N3O2SbSe4W as an isolated structure in a non-equilibrium geometry. Source: the OMol25 dataset; level of theory: the ωB97M-V functional and the def2-TZVPD basis.

The energy relative to the best compared isomer or geometry (same formula, charge and spin) is 0.00 kcal per mole. For the orbital gap, the calculation gives 5.7 eV. For the molecular weight, the calculation gives 1185.8 g/mol. Its HOMO energy is -7.10 eV.

The geometry in ORCA input format:
```
! RIJCOSX wB97M-V def2-TZVPD def2/J DEFGRID3
* xyz 0 1
W 0.638 1.655 -1.082
C 3.479 1.522 -3.489
As 2.952 2.317 -1.795
C 4.504 2.077 -0.702
C 3.006 4.215 -2.236
C 4.196 4.824 -2.630
C 4.218 6.171 -2.946
C 3.051 6.921 -2.869
C 1.868 6.321 -2.473
C 1.843 4.964 -2.154
As 0.208 4.084 -1.585
C -0.454 5.296 -0.228
C -0.989 4.421 -3.073
H 4.414 1.969 -3.823
H 2.708 1.689 -4.240
H 3.619 0.452 -3.347
H 4.384 2.637 0.225
H 5.389 2.416 -1.242
H 4.590 1.025 -0.434
H 5.111 4.247 -2.685
H 5.145 6.641 -3.247
H 3.067 7.975 -3.114
H 0.964 6.916 -2.413
H -0.576 6.298 -0.635
H 0.260 5.308 0.593
H -1.409 4.924 0.139
H -1.001 5.482 -3.316
H -1.986 4.089 -2.790
H -0.664 3.849 -3.940
C -4.688 -8.836 4.381
O -5.043 -7.471 4.508
C -4.415 -6.580 3.707
C -4.784 -5.241 3.888
C -4.207 -4.253 3.126
C -3.247 -4.588 2.167
C -2.881 -5.911 1.993
C -3.461 -6.917 2.756
N -2.585 -3.651 1.325
N -2.971 -2.474 1.430
C -2.349 -1.554 0.546
C -3.120 -0.476 0.205
C -2.686 0.468 -0.737
C -1.450 0.358 -1.321
O -0.937 1.164 -2.267
C -0.567 -0.679 -0.846
N 0.722 -0.563 -1.296
C 1.601 -1.465 -0.929
C 1.235 -2.551 -0.108
C -0.044 -2.641 0.389
C -1.021 -1.668 0.038
H -3.629 -8.991 4.599
H -4.913 -9.211 3.379
H -5.289 -9.372 5.109
H -5.524 -5.010 4.641
H -4.482 -3.219 3.263
H -2.134 -6.151 1.248
H -3.160 -7.943 2.602
H -4.100 -0.383 0.650
H -3.346 1.267 -1.051
H 2.631 -1.317 -1.226
H 1.996 -3.259 0.184
H -0.299 -3.445 1.066
Se 4.229 2.313 3.261
Sb 3.884 -0.036 3.263
Se 0.977 2.022 1.140
Se 3.231 -1.183 5.205
Se 4.290 -1.253 1.242
*
```

Löwdin atomic charge list, values in e, 4 entries: atom 1 (W): 0.5677, atom 2 (C): -0.2566, atom 3 (As): 1.0045, atom 4 (C): -0.2791

---

A 2-piece molecular cluster, C4H11N5 overall in a non-equilibrium geometry. Source: the OMol25 dataset; level of theory: the ωB97M-V functional and the def2-TZVPD basis.

The energy relative to the best compared isomer or geometry (same formula, charge and spin) is 89.13 kcal per mole. For the orbital gap, the calculation gives 8.9 eV. For the molecular weight, the calculation gives 129.2 g/mol. Its HOMO energy is -16.89 eV.

The geometry in ORCA input format:
```
! RIJCOSX wB97M-V def2-TZVPD def2/J DEFGRID3
* xyz 2 1
C -2.311 0.081 -0.330
C -0.929 -0.156 -0.487
C -0.434 -1.426 -0.372
C 1.656 0.772 1.452
N 0.002 -2.497 -0.020
N -0.012 0.919 -0.767
N 2.606 0.592 -0.640
N -3.303 -0.695 -0.097
N 1.646 0.305 0.099
H -2.484 1.093 -0.113
H 2.129 -0.041 2.048
H 2.351 1.682 1.530
H 0.611 0.731 1.622
H 0.394 -3.347 0.436
H 0.324 0.820 -1.784
H -0.421 1.765 -0.416
H 3.195 1.362 -0.501
H 2.617 0.172 -1.619
H -4.246 -0.397 0.095
H -3.391 -1.734 -0.134
*
```

Löwdin atomic charge list, values in e, 4 entries: atom 1 (C): -0.0465, atom 2 (C): -0.2601, atom 3 (C): 0.0122, atom 4 (C): -0.0074

---

A 9-piece molecular cluster, C30H72Cl6O12 overall in a non-equilibrium geometry. Source: the OMol25 dataset; level of theory: the ωB97M-V functional and the def2-TZVPD basis.

The energy relative to the best compared isomer or geometry (same formula, charge and spin) is 0.00 kcal per mole. For the orbital gap, the calculation gives 9.7 eV. As for the SMILES: COCCOC.COCCOC.COCCOC.COCCOC.COCCOC.COCCOC.ClCCCl.ClCCCl.ClCCCl. For the molecular weight, the calculation gives 837.6 g/mol. Its HOMO energy is -9.21 eV.

The geometry in ORCA input format:
```
! RIJCOSX wB97M-V def2-TZVPD def2/J DEFGRID3
* xyz 0 1
Cl -1.311 6.639 -5.594
C -0.425 6.180 -4.127
C -0.141 4.693 -4.135
Cl 0.276 4.057 -2.545
H -1.060 6.375 -3.263
H 0.461 6.797 -4.027
H 0.632 4.414 -4.855
H -0.996 4.164 -4.561
Cl -3.790 -4.429 0.896
C -4.285 -3.846 -0.713
C -3.301 -2.898 -1.382
Cl -1.689 -3.624 -1.530
H -5.231 -3.323 -0.579
H -4.428 -4.732 -1.327
H -3.234 -1.986 -0.792
H -3.692 -2.616 -2.353
Cl 3.194 3.302 1.662
C 4.010 4.655 2.478
C 3.999 4.660 3.993
Cl 4.557 3.122 4.689
H 3.507 5.562 2.140
H 5.025 4.674 2.089
H 2.995 4.867 4.349
H 4.718 5.412 4.306
C -3.705 -1.376 3.272
O -4.292 -0.198 2.739
C -3.484 0.373 1.784
C -4.027 1.739 1.412
O -5.237 1.744 0.720
C -6.368 1.596 1.534
H -3.430 -2.165 2.554
H -4.427 -1.784 3.976
H -2.788 -1.073 3.796
H -3.456 -0.199 0.846
H -2.468 0.531 2.156
H -3.280 2.283 0.831
H -4.089 2.344 2.337
H -6.452 0.656 2.094
H -7.272 1.664 0.929
H -6.412 2.386 2.302
C -5.989 -0.374 -2.338
O -4.590 -0.438 -2.516
C -4.034 0.733 -3.021
C -2.536 0.671 -2.925
O -1.957 -0.273 -3.775
C -0.573 -0.145 -3.853
H -6.527 -0.515 -3.282
H -6.288 0.573 -1.889
H -6.249 -1.171 -1.641
H -4.244 1.604 -2.387
H -4.288 0.948 -4.066
H -2.163 0.478 -1.908
H -2.176 1.682 -3.181
H -0.231 -0.819 -4.646
H -0.071 -0.446 -2.927
H -0.263 0.843 -4.223
C 3.981 -1.509 -1.294
O 3.114 -2.521 -1.766
C 3.781 -3.573 -2.399
C 2.816 -4.701 -2.725
O 2.108 -4.517 -3.923
C 1.366 -3.347 -3.902
H 4.680 -1.232 -2.099
H 4.593 -1.862 -0.454
H 3.377 -0.656 -1.004
H 4.568 -3.990 -1.757
H 4.194 -3.238 -3.364
H 2.070 -4.735 -1.919
H 3.349 -5.641 -2.805
H 0.865 -3.133 -2.948
H 0.580 -3.444 -4.647
H 1.938 -2.423 -4.053
C 0.000 -3.085 1.763
O 0.572 -1.807 1.531
C 0.394 -1.392 0.193
C 0.755 0.064 0.148
O -0.241 0.823 0.787
C -0.169 2.172 0.420
H 0.292 -3.817 1.001
H -1.100 -3.033 1.779
H 0.322 -3.373 2.762
H -0.642 -1.571 -0.118
H 1.014 -1.979 -0.503
H 0.909 0.399 -0.893
H 1.745 0.214 0.607
H -0.381 2.794 1.290
H -0.796 2.425 -0.439
H 0.859 2.437 0.133
C 3.487 6.223 -3.125
O 4.489 6.522 -2.216
C 4.918 5.409 -1.469
C 5.371 4.193 -2.259
O 4.382 3.436 -2.876
C 3.536 2.759 -1.974
H 3.847 5.613 -3.959
H 3.112 7.134 -3.596
H 2.635 5.707 -2.670
H 4.089 5.098 -0.811
H 5.733 5.726 -0.821
H 5.904 3.541 -1.551
H 6.080 4.502 -3.024
H 4.096 2.069 -1.317
H 2.826 2.108 -2.492
H 2.932 3.452 -1.374
C -0.176 -6.289 3.597
O -0.049 -5.212 4.505
C -0.051 -5.661 5.846
C 0.019 -4.508 6.806
O 1.325 -4.024 6.892
C 1.450 -3.073 7.948
H -0.419 -5.922 2.600
H -0.920 -7.049 3.859
H 0.819 -6.758 3.534
H 0.763 -6.387 6.017
H -0.961 -6.244 6.084
H -0.341 -4.843 7.790
H -0.674 -3.724 6.471
H 0.672 -2.305 7.858
H 2.448 -2.653 7.885
H 1.314 -3.579 8.915
*
```

Löwdin atomic charge list, values in e, 4 entries: atom 1 (Cl): 0.5711, atom 2 (C): -0.6659, atom 3 (C): -0.6821, atom 4 (Cl): 0.6354

---

C35H59AlBrO21S as an isolated structure. Source: the OMol25 dataset; level of theory: the ωB97M-V functional and the def2-TZVPD basis.

For the orbital gap, the calculation gives 5.6 eV. For the molecular weight, the calculation gives 954.8 g/mol. Its HOMO energy is -4.55 eV.

The geometry in ORCA input format:
```
! RIJCOSX wB97M-V def2-TZVPD def2/J DEFGRID3
* xyz -1 1
C -2.793 0.265 1.682
C -1.348 0.108 1.171
C -1.017 -1.260 0.542
C -1.096 -1.290 -0.985
C -2.467 -0.895 -1.543
C -3.463 -2.068 -1.573
C -4.827 -1.717 -0.989
C -5.785 -2.918 -0.943
C -6.655 -2.929 0.309
C -7.629 -1.739 0.397
C -7.248 -0.659 1.432
C -7.046 0.732 0.845
C -6.692 1.784 1.890
C -6.704 3.233 1.361
Al -5.166 4.340 1.945
S -4.695 5.842 0.260
Br -5.819 5.612 3.877
H -2.815 0.741 2.661
H -3.279 -0.709 1.783
H -3.407 0.883 1.028
H -1.131 0.888 0.438
H -0.675 0.259 2.016
H -0.002 -1.547 0.828
H -1.697 -2.018 0.948
H -0.876 -2.306 -1.331
H -0.314 -0.663 -1.414
H -2.341 -0.488 -2.548
H -2.895 -0.099 -0.929
H -3.590 -2.412 -2.604
H -3.044 -2.905 -1.001
H -4.678 -1.326 0.022
H -5.272 -0.925 -1.595
H -5.198 -3.842 -0.993
H -6.431 -2.878 -1.821
H -7.214 -3.870 0.344
H -6.008 -2.932 1.193
H -8.639 -2.105 0.593
H -7.671 -1.264 -0.589
H -6.343 -0.972 1.961
H -8.047 -0.583 2.175
H -7.977 1.041 0.353
H -6.277 0.705 0.063
H -7.423 1.696 2.702
H -5.716 1.535 2.328
H -6.680 3.212 0.262
H -7.652 3.712 1.623
H -3.857 3.465 2.256
H -4.584 6.969 0.970
C -6.658 -5.950 -5.337
C -7.564 -5.567 -4.183
O -6.893 -4.429 -3.646
C -6.135 -3.868 -4.624
O -5.592 -2.818 -4.544
O -6.087 -4.690 -5.703
H -7.184 -6.382 -6.184
H -5.859 -6.620 -5.021
H -8.565 -5.275 -4.508
H -7.643 -6.336 -3.419
C 2.753 1.940 -4.032
C 3.371 1.668 -2.672
O 2.586 0.558 -2.206
C 2.059 -0.077 -3.272
O 1.498 -1.126 -3.226
O 2.256 0.642 -4.399
H 3.462 2.287 -4.776
H 1.917 2.635 -3.980
H 4.412 1.352 -2.736
H 3.297 2.496 -1.975
C -5.005 -8.099 -2.261
C -4.576 -9.385 -1.577
O -5.348 -10.370 -2.275
C -5.680 -9.882 -3.491
O -6.178 -10.510 -4.366
O -5.364 -8.566 -3.569
H -4.219 -7.354 -2.342
H -5.884 -7.651 -1.794
H -3.517 -9.600 -1.728
H -4.810 -9.421 -0.518
C 6.767 0.194 0.508
C 7.025 1.201 1.615
O 6.791 2.447 0.935
C 5.990 2.221 -0.123
O 5.476 3.064 -0.788
O 5.843 0.892 -0.334
H 6.318 -0.735 0.848
H 7.667 -0.025 -0.070
H 6.307 1.109 2.430
H 8.027 1.168 2.019
C 4.426 4.190 -8.494
C 3.350 5.213 -8.818
O 2.513 5.143 -7.663
C 3.240 4.665 -6.626
O 2.879 4.634 -5.498
O 4.443 4.215 -7.065
H 5.411 4.447 -8.875
H 4.156 3.185 -8.824
H 3.751 6.224 -8.899
H 2.768 4.978 -9.704
C 10.507 2.408 6.139
C 10.495 3.256 4.879
O 10.049 2.320 3.889
C 9.356 1.341 4.515
O 8.701 0.523 3.947
O 9.496 1.432 5.848
H 10.253 2.951 7.043
H 11.458 1.890 6.275
H 9.773 4.072 4.934
H 11.469 3.648 4.599
C 11.191 5.070 11.370
C 11.196 5.925 10.114
O 10.788 4.985 9.113
C 10.096 3.986 9.716
O 9.483 3.150 9.137
O 10.205 4.081 11.057
H 10.898 5.604 12.269
H 12.146 4.569 11.535
H 10.461 6.730 10.155
H 12.170 6.331 9.858
*
```

Löwdin atomic charge list, values in e, 4 entries: atom 1 (C): -0.1175, atom 2 (C): -0.2429, atom 3 (C): -0.2171, atom 4 (C): -0.2184